1.
58
Properties=species:S:1:pos:R:3:lowdin_charge:R:1 method="wB97M-V/def2-TZVPD" homo_ev=-8.39 total_energy_ev=-36977.3912 homo_lumo_gap_ev=8.78 smiles="CC(C)(C)c1ccccc1OCC(=O)Nc1ccccc1C(=O)NCc1cccnc1" spin_multiplicity=1 total_charge=0
C -2.314 -0.616 -1.075 -0.05
C -2.436 -1.544 0.134 -0.52
C -3.660 -2.445 -0.091 -0.04
C -2.656 -0.644 1.360 -0.04
C -1.217 -2.423 0.404 -0.09
C -1.266 -3.240 1.530 -0.04
C -0.224 -4.063 1.913 -0.08
C 0.935 -4.077 1.165 -0.08
C 1.019 -3.285 0.036 -0.01
C -0.042 -2.477 -0.362 -0.19
O 0.038 -1.716 -1.505 -0.09
C 1.129 -1.875 -2.368 -0.09
C 2.441 -1.233 -1.895 -0.45
O 3.496 -1.510 -2.424 0.07
N 2.247 -0.332 -0.903 0.17
C 3.170 0.486 -0.270 -0.14
C 4.537 0.402 -0.536 0.01
C 5.431 1.224 0.120 -0.06
C 4.984 2.144 1.056 -0.08
C 3.632 2.252 1.312 -0.04
C 2.706 1.447 0.651 -0.07
C 1.254 1.579 0.930 -0.42
O 0.465 0.646 0.845 0.07
N 0.832 2.815 1.286 0.07
C -0.570 3.065 1.530 -0.12
C -1.424 3.024 0.285 -0.19
C -0.894 3.064 -0.997 -0.03
C -1.752 3.008 -2.083 -0.06
C -3.114 2.920 -1.845 -0.16
N -3.631 2.888 -0.628 0.07
C -2.809 2.933 0.401 -0.12
H -1.474 0.061 -0.952 0.07
H -3.222 -0.018 -1.157 0.08
H -2.190 -1.174 -1.998 0.09
H -3.502 -3.083 -0.958 0.09
H -4.541 -1.832 -0.271 0.09
H -3.858 -3.081 0.767 0.07
H -1.750 -0.072 1.543 0.07
H -3.475 0.047 1.169 0.08
H -2.892 -1.217 2.252 0.08
H -2.156 -3.238 2.140 0.11
H -0.317 -4.679 2.795 0.10
H 1.773 -4.695 1.450 0.10
H 1.936 -3.296 -0.533 0.11
H 0.840 -1.357 -3.291 0.15
H 1.319 -2.926 -2.620 0.14
H 1.298 -0.259 -0.524 0.11
H 4.883 -0.322 -1.255 0.10
H 6.486 1.138 -0.092 0.11
H 5.686 2.771 1.584 0.10
H 3.292 2.951 2.063 0.11
H 1.456 3.600 1.203 0.14
H -0.935 2.297 2.220 0.13
H -0.668 4.040 2.015 0.13
H 0.174 3.129 -1.152 0.11
H -1.369 3.028 -3.092 0.10
H -3.826 2.872 -2.657 0.10
H -3.276 2.895 1.377 0.12


2.
15
Properties=species:S:1:pos:R:3:lowdin_charge:R:1 method="wB97M-V/def2-TZVPD" homo_ev=-9.41 total_energy_ev=-8291.4992 homo_lumo_gap_ev=10.16 smiles="C=C(C)CN=C=N" spin_multiplicity=1 total_charge=0
C -1.476 0.680 -1.110 0.02
C -1.139 0.119 0.072 -0.34
C -1.547 -1.189 0.687 -0.08
C 0.186 0.775 0.746 -0.07
N 1.751 0.973 0.233 0.09
C 2.544 0.163 -0.199 -0.34
N 3.508 -0.453 -0.649 0.14
H -0.855 1.525 -1.588 0.09
H -2.462 0.317 -1.616 0.09
H -1.188 -1.086 1.739 0.08
H -1.056 -2.151 0.301 0.11
H -2.553 -1.339 0.437 0.05
H 0.031 1.826 0.848 0.08
H 0.418 0.229 1.631 0.07
H 3.839 -0.390 -1.532 0.01


3.
18
Properties=species:S:1:pos:R:3:lowdin_charge:R:1 method="wB97M-V/def2-TZVPD" homo_ev=-8.34 total_energy_ev=-9458.9332 homo_lumo_gap_ev=8.80 spin_multiplicity=1 total_charge=0
C -1.279 -0.076 -0.224 -0.49
C -0.310 -1.093 0.672 -0.08
C 0.988 -0.902 -0.124 -0.24
C 2.255 -0.032 -0.383 -0.07
C 1.018 0.591 -0.239 -0.34
C -0.388 1.028 -0.782 -0.12
C -1.208 1.251 0.517 -0.08
H -2.280 -1.770 -1.035 0.28
H -0.176 -0.693 1.594 0.05
H -0.524 -2.168 1.003 0.13
H 0.653 -1.504 -1.153 0.17
H 3.092 -0.531 -1.045 0.14
H 2.654 0.280 0.742 0.15
H 1.050 0.882 0.799 0.10
H -0.296 1.689 -1.827 0.19
H -2.185 1.833 0.664 0.11
H -0.594 1.841 1.407 0.16
O -2.471 -0.627 -0.586 -0.06